Entry 1:
ORCA calculation (ωB97M-V/def2-TZVPD) on 4 unconnected molecules or ions with the total composition C2H13NO3 in a non-equilibrium geometry.

Summary:
**E**: -9917.348 eV
**Gap between HOMO and LUMO**: 11.0 eV
**Relative energy (zero: lowest compared OMol25 entry of this formula, charge and spin)**: 0.864 eV
**F_max**: 1.74 eV/A

```
! RIJCOSX wB97M-V def2-TZVPD def2/J DEFGRID3
* xyz 0 1
C -2.94 -0.12 -1.83
C -2.20 0.98 -1.07
N -1.06 0.45 -0.33
H -3.44 -0.77 -1.10
H -3.65 0.32 -2.54
H -2.27 -0.82 -2.33
H -1.95 1.83 -1.71
H -2.94 1.42 -0.38
H -1.03 1.04 0.50
H -1.30 -0.38 0.22
H 1.75 0.98 4.20
H 2.62 0.14 3.19
O 1.77 0.54 3.33
H 0.95 -0.09 -0.46
H 1.52 -0.80 -1.61
O 1.80 -0.47 -0.75
H 3.48 -1.11 0.57
H 4.68 -1.96 0.90
O 4.20 -1.19 1.19
*
```

=====

Entry 2:
ORCA calculation (ωB97M-V/def2-TZVPD) on a gas-phase ion, C8H10IN2 (charge +1) in a non-equilibrium geometry.

Summary:
**E**: -19529.438 eV
**Gap between HOMO and LUMO**: 8.0 eV
**Relative energy (zero: lowest compared OMol25 entry of this formula, charge and spin)**: 1.799 eV
**F_max**: 4.70 eV/A

```
! RIJCOSX wB97M-V def2-TZVPD def2/J DEFGRID3
* xyz 1 1
C -1.46 -1.57 -0.01
C -1.75 -0.79 -1.08
C 2.44 -0.21 -1.09
C 0.75 -0.75 0.13
C -0.17 -1.69 0.72
C -0.67 0.14 -1.60
C 0.71 0.69 -0.04
C 0.11 1.77 0.81
N 1.85 -1.20 -0.53
N 1.80 0.98 -0.79
I -1.39 2.05 -2.22
H -2.18 -2.26 0.44
H -2.87 -0.75 -1.37
H 3.27 -0.29 -1.66
H -0.52 -1.71 1.78
H 0.12 -2.75 0.69
H 0.11 -0.30 -2.34
H -0.57 1.44 1.51
H -0.45 2.61 0.13
H 1.04 2.29 1.28
H 2.01 1.94 -1.06
*
```

=====

Entry 3:
ORCA calculation (ωB97M-V/def2-TZVPD) on a gas-phase ion, C5H8NS (charge +1) in a non-equilibrium geometry.

Summary:
**E**: -17629.724 eV
**Gap between HOMO and LUMO**: 7.2 eV
**Relative energy (zero: lowest compared OMol25 entry of this formula, charge and spin)**: 3.207 eV
**F_max**: 2.85 eV/A

```
! RIJCOSX wB97M-V def2-TZVPD def2/J DEFGRID3
* xyz 1 1
C -0.11 1.95 -0.08
C -0.17 1.09 -1.16
C 0.26 -0.35 -1.09
C 0.97 -0.77 0.20
N -0.01 -0.99 1.25
C -1.20 -1.25 0.83
S -1.35 -1.22 -0.88
H -1.06 2.24 0.37
H 0.82 2.37 0.29
H -0.53 1.46 -2.11
H 0.90 -0.69 -1.90
H 1.53 0.12 0.50
H 1.76 -1.52 0.13
H 0.26 -0.98 2.22
H -2.08 -1.47 1.43
*
```

=====

Entry 4:
ORCA calculation (ωB97M-V/def2-TZVPD) on a molecular structure, C40H66BN8OP2Ti in a non-equilibrium geometry.

Summary:
**E**: -98888.855 eV
**Gap between HOMO and LUMO (spin up / spin down)**: 5.5 / 6.6 eV
**Relative energy (zero: lowest compared OMol25 entry of this formula, charge and spin)**: 0.754 eV
**F_max**: 1.45 eV/A
**⟨S²⟩**: 2.015

```
! RIJCOSX wB97M-V def2-TZVPD def2/J DEFGRID3
* xyz 1 3
Ti 0.44 0.04 -0.33
C -0.85 1.63 3.66
C 0.05 0.41 3.87
C -0.84 -0.84 3.73
C 0.61 0.44 5.29
P 1.31 0.31 2.48
C 2.01 -1.37 2.78
N 1.18 -2.28 2.05
B 0.37 -1.92 0.91
N -0.25 -3.20 0.57
C -1.05 -3.50 -0.58
P -1.59 -1.93 -1.42
C -3.36 -1.77 -0.80
C -3.95 -0.43 -1.25
C -3.24 -1.74 0.73
C -4.33 -2.89 -1.21
C -1.52 -2.55 -3.22
C -0.02 -2.60 -3.54
C -2.19 -1.53 -4.14
C -2.10 -3.93 -3.52
C 0.19 -4.21 1.43
C -0.10 -5.56 1.46
C 0.51 -6.34 2.45
C 1.39 -5.77 3.36
C 1.69 -4.41 3.32
C 1.09 -3.64 2.35
C 2.81 1.40 2.89
C 3.65 0.98 4.11
C 2.38 2.85 3.06
C 3.69 1.31 1.64
H -1.56 1.71 4.48
H -1.41 1.53 2.73
H -0.29 2.57 3.62
H -1.70 -0.74 4.41
H -0.32 -1.76 3.99
H -1.22 -0.94 2.70
H -0.21 0.33 6.00
H 1.11 1.38 5.52
H 1.31 -0.37 5.48
H 2.01 -1.61 3.85
H 3.05 -1.41 2.44
H -1.92 -4.10 -0.30
H -0.48 -4.10 -1.29
H -3.47 0.40 -0.72
H -5.02 -0.40 -1.01
H -3.85 -0.25 -2.32
H -2.49 -1.02 1.05
H -2.97 -2.72 1.14
H -4.21 -1.46 1.15
H -4.64 -2.79 -2.25
H -5.23 -2.80 -0.59
H -3.92 -3.89 -1.05
H 0.51 -1.71 -3.20
H 0.12 -2.69 -4.62
H 0.46 -3.47 -3.08
H -1.84 -0.51 -3.96
H -3.27 -1.54 -4.03
H -1.98 -1.79 -5.19
H -1.79 -4.69 -2.81
H -1.75 -4.25 -4.51
H -3.19 -3.93 -3.55
H -0.78 -6.01 0.75
H 0.30 -7.40 2.50
H 1.85 -6.40 4.12
H 2.39 -3.98 4.03
H 3.11 1.11 5.05
H 4.54 1.61 4.14
H 3.99 -0.05 4.05
H 1.81 3.01 3.98
H 1.77 3.20 2.22
H 3.27 3.49 3.12
H 3.99 0.29 1.41
H 4.60 1.90 1.79
H 3.17 1.72 0.76
N 3.07 1.54 -1.75
C 3.25 0.16 -1.63
C 4.46 -0.32 -2.13
C 4.71 -1.67 -2.15
C 3.72 -2.51 -1.65
C 2.58 -1.96 -1.14
N 2.31 -0.63 -1.10
C 2.32 2.48 -1.07
C 2.62 3.83 -1.32
C 1.97 4.80 -0.61
C 1.03 4.42 0.34
C 0.77 3.08 0.50
N 1.37 2.10 -0.21
H 3.81 1.97 -2.29
H 5.20 0.38 -2.50
H 5.64 -2.06 -2.53
H 3.84 -3.59 -1.63
H 1.80 -2.58 -0.73
H 3.39 4.08 -2.04
H 2.20 5.85 -0.78
H 0.52 5.14 0.96
H 0.08 2.73 1.24
N -2.97 2.45 1.05
C -2.15 1.96 0.08
N -2.18 2.58 -1.12
O -1.43 0.99 0.30
H -3.68 3.14 0.86
H -3.04 1.92 1.90
H -2.71 3.41 -1.30
H -1.55 2.22 -1.82
C 0.61 0.32 -5.88
C 0.64 1.55 -4.97
C 2.02 2.21 -5.01
C -0.45 2.56 -5.37
C 0.37 1.12 -3.59
N 0.12 0.79 -2.51
H 0.78 0.65 -6.91
H -0.36 -0.18 -5.84
H 1.38 -0.39 -5.60
H 2.25 2.50 -6.04
H 2.79 1.52 -4.68
H 2.05 3.11 -4.39
H -0.26 2.90 -6.39
H -0.45 3.43 -4.71
H -1.44 2.10 -5.34
*
```